A molecular structure, C32H40BN4PRuS2Se2. Source: OMol25; level of theory: the ωB97M-V functional and the def2-TZVPD basis.

```
83
Properties=species:S:1:pos:R:3:forces:R:3
Ru 0.28096 -0.73499 0.56861 0.041 0.038 -0.010
Se 1.71142 -0.86072 -1.86008 -0.009 0.010 0.072
Se -0.43778 1.53686 -0.60088 -0.011 0.036 -0.015
S -1.84901 -0.48580 1.84906 0.025 0.022 0.035
S -0.27640 -2.96486 -0.32207 -0.010 -0.023 0.057
P 0.76056 1.01591 -2.34929 0.046 -0.042 0.003
N -3.60999 1.25860 0.75011 0.013 0.044 -0.010
N -2.93262 -3.10968 0.32897 -0.082 0.066 -0.031
N -3.67013 -0.68737 -0.22880 -0.061 0.012 -0.057
N -1.69874 -4.46294 1.50481 -0.051 0.002 0.027
C 2.56562 4.63373 -2.78329 0.020 -0.006 -0.005
C -3.75953 -3.79303 1.19098 0.020 0.003 0.007
C 1.01886 -0.56669 3.35499 -0.005 -0.039 0.019
C 3.77976 4.29710 -3.36781 -0.009 0.022 0.006
C -1.08236 1.50368 -5.95774 0.020 0.023 -0.003
C 3.64944 -1.75272 0.87197 0.001 0.014 -0.011
C 4.08699 2.96914 -3.62812 0.003 -0.021 0.002
C 1.96496 2.30609 -2.71735 -0.061 0.077 -0.013
C -1.27651 -0.15716 -3.73526 0.004 0.010 -0.037
C -0.20775 1.67944 -4.89277 0.006 0.011 0.009
C -0.58606 -5.29188 1.93445 0.008 0.006 0.004
C 1.98471 2.88021 2.04925 0.000 -0.011 0.008
C -3.00243 -4.63731 1.92403 -0.011 0.009 -0.006
C -3.07335 0.01796 0.73352 -0.028 -0.097 -0.021
C 0.07916 1.69740 3.93072 0.002 -0.011 -0.005
C -2.14335 -0.32317 -4.79829 -0.003 0.019 -0.031
C 1.82573 -1.39827 2.55794 -0.028 -0.014 0.002
C -0.30986 0.84836 -3.78382 -0.042 -0.056 0.054
C 2.70213 0.56358 1.40058 -0.017 0.034 -0.010
C 1.86493 -2.88136 2.82317 0.019 0.020 -0.021
C 1.89196 1.38775 2.20698 0.005 -0.011 -0.035
C -4.59307 0.13050 -0.84135 0.018 0.007 0.028
C 1.65616 3.64003 -2.45658 0.019 -0.041 0.006
C -3.25611 2.33562 1.65731 0.009 0.016 0.006
C 0.22021 -1.14972 4.49325 0.008 0.022 -0.020
C 3.59068 1.22739 0.38505 0.015 -0.001 -0.005
C -1.67868 -3.51751 0.54317 0.092 -0.032 -0.068
C -4.55952 1.34043 -0.23994 -0.002 -0.018 -0.015
C 2.68097 -0.83588 1.57861 0.010 -0.024 -0.005
C 1.01912 0.82470 3.14271 0.006 0.018 -0.003
C 3.18153 1.97022 -3.30325 0.009 -0.003 -0.007
C -2.04606 0.50979 -5.90914 -0.017 -0.027 0.004
B -3.44171 -2.14902 -0.78897 0.068 -0.034 0.058
H -3.41831 3.28363 1.15048 -0.013 -0.004 -0.001
H -4.52076 -2.54371 -1.14178 -0.034 0.014 -0.002
H 4.25709 -2.27827 1.61122 0.000 -0.006 -0.001
H 1.37949 3.21612 1.20065 0.000 -0.002 0.000
H -5.12067 2.23951 -0.42033 0.002 0.001 0.007
H 1.64619 3.40312 2.93883 -0.001 0.003 -0.001
H -0.47831 -5.23842 3.01635 -0.007 -0.002 0.002
H -4.82223 -3.63076 1.19159 0.001 0.002 -0.004
H 0.68988 -2.04760 4.88586 0.004 -0.003 0.003
H 0.31931 -4.93265 1.45640 0.000 -0.005 -0.011
H -0.76354 -6.32449 1.63914 0.004 -0.002 -0.003
H 3.94052 0.54296 -0.37861 -0.009 0.004 0.000
H 2.58861 -3.10449 3.61235 -0.001 -0.013 0.001
H -0.79907 -1.40565 4.19110 -0.003 -0.008 0.005
H 4.32209 -1.21820 0.21216 -0.001 -0.004 0.006
H 0.54685 2.45459 -4.93200 -0.005 0.003 -0.005
H 2.32946 5.66971 -2.58018 -0.004 -0.001 0.002
H 3.42291 0.93122 -3.49228 0.002 0.001 -0.007
H -5.20019 -0.22871 -1.65235 0.004 -0.001 -0.002
H -2.20683 2.24601 1.92550 0.003 -0.003 0.004
H 4.49018 5.07367 -3.61892 -0.001 -0.001 0.000
H -2.64300 -2.11477 -1.68089 0.022 0.010 -0.002
H -3.86174 2.29432 2.56184 0.005 -0.010 0.003
H -0.82720 1.15762 4.19415 0.000 0.000 0.001
H -2.72296 0.37641 -6.74285 0.000 0.000 0.001
H 3.05336 2.02763 -0.12495 0.005 0.001 0.006
H -1.00545 2.14404 -6.82621 0.000 0.002 0.002
H 0.14758 -0.43832 5.31263 -0.010 -0.002 0.001
H 3.01080 3.18818 1.85965 0.001 0.007 0.000
H 3.13504 -2.50808 0.27590 0.003 -0.009 0.003
H -1.33964 -0.81045 -2.87211 -0.015 -0.003 0.006
H 0.54506 2.05076 4.85491 -0.003 0.004 0.001
H 0.89436 -3.24827 3.14492 -0.006 0.004 0.013
H -2.89099 -1.10482 -4.76604 0.004 -0.002 0.007
H -0.21568 2.57285 3.35625 -0.002 0.001 0.000
H 4.45963 1.67717 0.87349 0.006 -0.010 0.005
H 2.15329 -3.44017 1.93741 0.005 0.002 0.007
H -3.26706 -5.35203 2.68255 0.017 -0.006 -0.002
H 0.71280 3.89658 -1.98991 -0.010 0.010 -0.005
H 5.03424 2.70938 -4.08140 -0.001 -0.001 -0.001
```
Positions in Å, forces in eV/Å.

Calculated values
* E: -7522.6806 Eh
* highest occupied orbital energy (alpha / beta): -9.5 / -10.7 eV
* spin multiplicity: 6
* total charge: +1
* relative energy (zero: lowest compared OMol25 entry of this formula, charge and spin): 17.4 kJ/mol

Now the Mulliken charges, all in e:
1. Ru 2.066
2. Se -0.414
3. Se -0.649
4. S -0.253
5. S -0.593
6. P 0.373
7. N 0.349
8. N 0.103
9. N 0.512
10. N 0.299
11. C -0.748
12. C -0.560
13. C 0.818
14. C -0.489
15. C -0.716
16. C -2.176
17. C -0.738
18. C 0.359
19. C -0.328
20. C -0.612
21. C -0.970
22. C -2.132
23. C -0.604
24. C -0.819
25. C -2.936
26. C -0.638
27. C 1.211
28. C 0.939
29. C 1.658
30. C -2.406
31. C 0.987
32. C -0.748
33. C -0.220
34. C -0.637
35. C -2.091
36. C -2.233
37. C 0.045
38. C -0.503
39. C 0.315
40. C 1.970
41. C -0.233
42. C -0.529
43. B 0.082
44. H 0.340
45. H -0.204
46. H 0.468
47. H 0.226
48. H 0.509
49. H 0.535
50. H 0.363
51. H 0.521
52. H 0.499
53. H 0.228
54. H 0.359
55. H 0.347
56. H 0.369
57. H 0.253
58. H 0.367
59. H 0.411
60. H 0.414
61. H 0.489
62. H 0.535
63. H 0.055
64. H 0.387
65. H -0.124
66. H 0.292
67. H 0.601
68. H 0.392
69. H 0.348
70. H 0.418
71. H 0.484
72. H 0.452
73. H 0.325
74. H 0.049
75. H 0.373
76. H 0.372
77. H 0.471
78. H 0.580
79. H 0.499
80. H 0.488
81. H 0.510
82. H 0.474
83. H 0.414



A molecular structure, C9H10N2SSn in a non-equilibrium geometry. Source: OMol25; level of theory: the ωB97M-V functional and the def2-TZVPD basis.

```
23
Properties=species:S:1:pos:R:3:forces:R:3
Sn 1.09002 0.04950 0.34439 0.815 -2.287 -0.583
S 4.57039 2.61137 2.36985 2.007 0.857 0.404
N 2.18266 1.36095 1.63999 3.601 3.133 2.980
N -0.83775 -0.04750 1.36698 0.643 0.328 0.460
C -1.02305 -1.39212 1.28172 -0.746 -1.113 0.229
C -0.01382 -0.18252 -2.30526 0.534 1.186 0.092
C 0.42218 1.91026 -1.35878 -0.214 -0.231 -1.384
C 0.24091 -2.00824 0.71655 -0.728 -0.051 0.182
C 1.03729 0.76725 -2.02687 -1.693 0.725 -1.432
C -0.96425 1.63019 -1.22940 0.398 -0.456 -0.509
C -1.21533 0.33447 -1.75846 -0.088 0.552 -0.438
C -2.14990 -2.13101 1.60492 0.747 0.461 -0.302
C 3.23564 1.87906 1.93894 -4.941 -2.099 -1.090
H 0.93015 2.84992 -1.11739 -0.189 -0.514 0.071
H 0.10447 -1.11274 -2.86543 -0.004 0.204 0.443
H 2.05670 0.72739 -2.41633 -0.411 -0.085 0.504
H -2.18540 -0.16843 -1.76499 0.365 0.133 0.101
H -1.57466 0.55983 1.72466 0.104 -0.386 -0.219
H 0.09465 -2.60891 -0.18153 -0.015 -0.183 0.077
H -3.01708 -1.66788 2.06377 -0.217 0.036 -0.117
H -1.71291 2.30914 -0.82436 0.199 -0.265 0.159
H 0.90052 -2.47924 1.44661 -0.166 -0.197 0.082
H -2.17144 -3.19074 1.35041 0.000 0.253 0.288
```
Positions in Å, forces in eV/Å.

Calculated values
* E: -1070.8078 Eh
* highest occupied orbital energy: 2.1 eV
* spin multiplicity: 1
* total charge: -2
* relative energy (zero: lowest compared OMol25 entry of this formula, charge and spin): 85.8 kJ/mol

Now the Mulliken charges, all in e:
1. Sn 0.268
2. S -0.556
3. N -0.411
4. N -0.245
5. C 0.853
6. C -0.627
7. C -0.915
8. C -1.325
9. C -0.491
10. C -0.441
11. C -0.444
12. C -1.168
13. C 0.067
14. H 0.585
15. H 0.452
16. H 0.406
17. H 0.360
18. H 0.122
19. H 0.210
20. H 0.283
21. H 0.385
22. H 0.311
23. H 0.322



2 unconnected molecules or ions with the total composition C16H29BF6N4OP2 in a non-equilibrium geometry. Source: OMol25; level of theory: the ωB97M-V functional and the def2-TZVPD basis.

```
59
Properties=species:S:1:pos:R:3:forces:R:3
P -5.40382 2.54125 3.94562 -0.477 0.469 0.250
P 0.18665 2.87969 -0.38094 1.204 2.143 3.623
F -4.33054 3.63255 3.64994 3.306 4.649 1.944
F -6.87226 2.33775 3.46337 -3.712 -3.222 -3.344
F -4.95414 2.32362 2.46890 -0.446 -3.237 -5.168
F -5.31712 0.99634 4.13465 -1.076 -5.695 -2.200
F -6.25039 3.65050 4.64083 -0.011 4.609 3.624
F -4.69874 2.30716 5.31614 2.590 2.304 4.796
O -0.48149 -2.76952 0.11562 3.315 1.307 -2.546
N 0.07562 1.11556 -0.81229 2.439 -1.437 -0.805
N 2.46976 1.08937 -0.23412 -2.309 -2.961 -0.430
N 1.24921 -1.08686 -1.03446 -0.506 2.887 -0.330
N 0.34442 3.12889 1.21888 -1.333 0.208 -2.569
C 1.29518 -0.44184 -3.62535 0.247 -0.284 -1.152
C 1.99599 -2.86915 -2.68593 0.751 1.043 -0.481
C -3.45627 -0.95452 -0.37705 0.675 0.345 3.966
C -4.12176 -1.41135 2.39879 2.776 1.980 -3.788
C 1.03983 -1.52115 -2.42992 -1.129 -1.789 -2.335
C 2.89587 -0.32140 -4.09694 -0.495 -0.647 -0.901
C -2.84998 -0.41146 2.75577 -0.683 -0.778 -2.664
C -4.41874 -1.67667 0.77898 3.041 2.291 1.628
C -1.87402 0.30761 1.63709 -3.409 -2.975 -1.340
C -2.18623 0.01203 0.05509 -2.101 -1.979 2.368
C 5.19227 0.35149 1.51878 -0.375 1.472 -2.815
C 1.21997 0.35917 -0.72959 -0.580 0.174 0.741
C 3.74405 0.47302 -0.75334 1.836 1.719 0.947
C 4.96868 1.08417 0.20917 0.216 -2.209 2.933
C -1.29087 0.62527 -1.21821 -2.950 0.209 0.614
C 1.81789 -2.22449 1.35840 -0.450 1.061 -0.664
B 0.80037 -2.02049 0.04491 -1.481 -1.912 2.820
H 2.49064 0.92961 0.80616 -0.369 0.613 -1.050
H -0.95625 3.56145 -0.95793 0.761 -0.982 -0.179
H -3.67504 -1.15886 -1.51346 0.468 0.475 2.499
H -4.79008 -1.93620 3.23600 1.739 1.513 -2.082
H 3.96598 0.89167 -1.82678 -0.566 -1.123 2.078
H 6.19533 -0.22015 1.77580 -1.731 2.512 0.030
H 3.06085 -2.58489 -2.22741 -2.350 -0.993 -0.831
H -0.07408 -1.91925 -2.55798 2.068 0.954 0.157
H -0.97606 0.97416 1.98182 -1.980 -1.322 -0.772
H 1.40085 -2.99051 2.14108 1.025 1.650 -1.524
H 0.74830 -0.88170 -4.59221 1.012 0.928 2.316
H -0.87382 -2.92343 -0.79402 0.282 0.535 1.631
H -0.45744 3.73341 1.54438 0.881 -1.120 -0.214
H -1.90395 1.59304 -1.55612 1.539 -2.036 0.620
H 3.64338 -0.69950 -3.28055 -1.460 1.084 -1.578
H -5.31885 -2.40481 0.50659 2.250 1.886 0.393
H 1.41397 3.41793 -0.98410 -1.332 -1.205 -0.259
H 0.80105 0.61950 -3.46315 1.084 -2.179 -0.007
H 1.54375 -3.84616 -2.22846 0.930 1.986 -0.706
H -1.32329 -0.09834 -2.13500 0.564 1.249 1.901
H 2.86379 -2.50424 0.90792 -1.854 0.345 1.109
H 3.03516 -1.05554 -5.02809 -0.243 1.629 2.094
H 3.12449 0.75457 -4.51038 -0.313 -2.117 1.125
H 1.93111 -1.12886 1.81826 -0.093 -2.373 -0.552
H 4.31340 0.29248 2.29552 1.348 -1.114 -2.097
H 2.18562 -3.03054 -3.85263 -0.663 0.312 2.602
H -2.61474 -0.21266 3.90782 -0.645 -0.360 -2.907
H 3.82548 -0.68874 -0.64958 -0.417 2.309 -0.454
H 5.63107 2.01002 -0.09628 -0.804 -2.803 -0.062
```
Positions in Å, forces in eV/Å.

Calculated values
* E: -2227.4965 Eh
* highest occupied orbital energy: -8.5 eV
* spin multiplicity: 1
* total charge: 0

Now the Mulliken charges, all in e:
1. P 0.913
2. P 0.183
3. F -0.336
4. F -0.330
5. F -0.285
6. F -0.278
7. F -0.330
8. F -0.340
9. O -0.634
10. N 0.706
11. N -0.266
12. N 1.083
13. N -0.647
14. C -0.487
15. C -1.073
16. C -0.514
17. C -0.321
18. C -0.222
19. C -0.978
20. C -0.491
21. C -0.454
22. C -0.134
23. C 0.723
24. C -0.600
25. C -1.060
26. C 0.108
27. C -0.457
28. C -0.916
29. C -0.656
30. B 0.331
31. H 0.286
32. H 0.160
33. H 0.240
34. H 0.301
35. H 0.206
36. H 0.257
37. H 0.223
38. H 0.310
39. H 0.308
40. H 0.262
41. H 0.449
42. H 0.283
43. H 0.274
44. H 0.498
45. H 0.268
46. H 0.280
47. H 0.100
48. H 0.223
49. H 0.309
50. H 0.249
51. H 0.239
52. H 0.306
53. H 0.260
54. H 0.164
55. H 0.273
56. H 0.320
57. H 0.285
58. H 0.128
59. H 0.300